1.
A gas-phase ion, C5H8N (charge +1). Source: OMol25; level of theory: wB97M-V/def2-TZVPD.

Geometry as XYZ:
```
14
Properties=species:S:1:pos:R:3:nbo_charge:R:1
C -2.09129 -0.65764 -0.06861 -0.282
C -1.51958 0.52048 0.30886 -0.294
C 2.04926 0.06062 -0.14910 -0.205
C -0.13357 0.73069 0.18190 0.017
C 1.07007 -0.52163 0.75753 -0.002
N 0.71299 -0.08928 -0.61721 -0.410
H -3.21495 -0.74839 -0.32886 0.262
H -1.40191 -1.46766 -0.04261 0.191
H -2.09362 1.48412 0.61904 0.266
H 2.35340 1.10376 -0.00266 0.227
H 2.70763 -0.52708 -0.70125 0.245
H 0.20099 1.78158 0.31178 0.247
H 0.82564 -1.42541 1.31535 0.283
H 0.53494 -0.24416 -1.58415 0.457
```

## Properties
largest force on an atom	4.6	eV/A
DFT total energy	-6792.988	eV
SMILES string	C=C[C@H]1[C@@H]2C[N@H+]12
ΔE to the lowest compared entry with this formula, charge and spin	117.6	kcal per mole
gap between HOMO and LUMO	9.6	eV
HOMO	-14.00	eV
total charge	+1

2.
2 unconnected molecules or ions with the total composition C5H8N. Source: OMol25; level of theory: wB97M-V/def2-TZVPD.

Geometry as XYZ:
```
14
Properties=species:S:1:pos:R:3:nbo_charge:R:1
C -1.53792 0.65439 2.35785 -0.529
C -0.52471 1.19230 1.96572 0.207
C 0.12543 0.33366 -1.88281 -0.253
C 0.59144 -1.44645 -0.76815 -0.263
C -0.04024 -0.13113 -0.54762 -0.047
N 1.28101 -0.31565 -1.23483 -0.411
H -1.62495 0.64565 3.48860 0.330
H -1.99687 -0.04007 1.67112 0.322
H 0.39010 1.87497 2.03489 0.277
H -0.39880 -0.25749 -2.57959 0.208
H 0.26333 1.32232 -2.27334 0.238
H 0.93207 -1.83114 0.24258 0.236
H 0.35544 -2.21648 -1.51954 0.229
H 2.18467 0.21511 -0.95488 0.455
```

## Properties
largest force on an atom	7.9	eV/A
DFT total energy	-6789.480	eV
ΔE to the lowest compared entry with this formula, charge and spin	198.5	kcal per mole
gap between HOMO and LUMO (alpha / beta)	7.1 / 7.6	eV
HOMO (alpha / beta)	-13.00 / -13.27	eV
total charge	+1